Computed, not measured: an isolated molecule of C4H4N2O at a distorted geometry, with ωB97M-V with the def2-TZVPD basis set.

Each line ends with the natural charge from an NBO analysis.
Geometry (Å):
1 C 0.108 1.259 0.724  0.080
2 N 1.233 0.697 0.879  -0.251
3 N 1.613 -0.329 -0.153  -0.243
4 C 0.711 -1.129 -0.417  0.082
5 C -0.674 -0.780 -0.041  -0.040
6 O -1.922 -0.271 -0.596  -0.396
7 C -0.830 0.605 -0.322  -0.029
8 H -0.083 2.127 1.361  0.210
9 H 0.980 -2.105 -0.999  0.203
10 H -0.910 -1.041 0.975  0.197
11 H -0.424 0.883 -1.317  0.187

Properties
- SMILES: C1=NN=C[C@@H]2O[C@@H]12
- ΔE to the lowest compared entry with this formula, charge and spin: 145.5 kcal/mol
- HOMO: -10.2 eV
- LUMO: 0.490 eV
- Electronic energy: -9234.1772 eV
- Charge: 0